This record from the OMol25 dataset describes a cluster of 2 separate species, C7H9N in total in a non-equilibrium geometry. The level of theory is the ωB97M-V functional and the def2-TZVPD basis.

XYZ file:
```
17
Properties=species:S:1:pos:R:3
C -0.9352 -0.9281 -0.0582
C -1.1372 -1.4203 -1.2768
C 0.0313 -1.4744 -2.0816
N 1.3484 -1.3572 -1.8148
C 1.5254 -1.1223 -0.5068
C 0.3647 -0.6221 0.2982
H -1.7216 -0.6646 0.5204
H -1.9890 -1.6488 -1.7806
H 0.1117 -1.8917 -3.0362
H 2.5695 -1.1364 -0.0655
H 0.7665 -0.4468 1.3468
C 0.0345 3.0610 1.9643
C -1.0811 3.0825 2.7375
H 0.2524 2.1606 1.1611
H 0.8113 3.8424 1.8958
H -1.8440 2.2428 2.5207
H -1.2105 3.5844 3.6814
```

## Properties
LUMO level, eV: 0.781
Total energy, a.u.: -326.75799
Energy above the lowest of the compared OMol25 structures with the same formula, charge and spin, eV: 3.618
E_HOMO, eV: -9.3420